{"formula": "C7H8", "method": "the ωB97M-V functional and the def2-TZVPD basis", "lumo_ev": 0.9925, "e_homo_ev": -9.897, "orbital_gap_ev": 10.890, "multiplicity": 1, "energy_ev": -7384.9941, "smiles": "C#CC[C@H](C)C#C", "symbols": ["C", "C", "C", "C", "C", "C", "C", "H", "H", "H", "H", "H", "H", "H", "H"], "xyz": [[-2.187, 0.067, -2.106], [-1.694, 0.125, -1.008], [-1.101, 0.108, 0.331], [0.409, 0.472, 0.375], [1.189, -0.017, -0.852], [0.983, -0.092, 1.606], [1.433, -0.624, 2.588], [-2.629, 0.007, -3.075], [-1.232, -0.896, 0.751], [-1.653, 0.793, 0.984], [0.497, 1.565, 0.420], [1.084, -1.100, -0.970], [0.809, 0.469, -1.756], [2.253, 0.216, -0.743], [1.839, -1.095, 3.456]], "forces_ev_per_angstrom": [[0.2, 0.1, 0.4], [-0.2, 0.0, -0.4], [-0.1, 0.0, 0.1], [0.0, 0.0, 0.0], [0.0, 0.0, -0.1], [0.2, -0.2, 0.4], [-0.2, 0.2, -0.4], [0.1, 0.0, 0.2], [0.0, 0.1, -0.1], [0.1, -0.1, -0.1], [0.0, -0.1, 0.0], [0.0, 0.1, 0.0], [0.1, -0.1, 0.2], [-0.2, 0.0, 0.0], [-0.1, 0.1, -0.1]], "mulliken_charge": [0.148, -0.462, -0.903, 0.497, -1.406, -0.857, 0.183, 0.410, 0.338, 0.332, 0.172, 0.328, 0.387, 0.399, 0.434]}

=====

{"formula": "C7H8", "method": "the ωB97M-V functional and the def2-TZVPD basis", "lumo_ev": 1.0366, "e_homo_ev": -9.941, "orbital_gap_ev": 10.978, "multiplicity": 1, "energy_ev": -7385.0513, "smiles": "C#CC[C@H](C)C#C", "symbols": ["C", "C", "C", "C", "C", "C", "C", "H", "H", "H", "H", "H", "H", "H", "H"], "xyz": [[2.956, 0.761, -0.315], [1.769, 0.889, -0.474], [0.308, 0.964, -0.548], [-0.312, -0.105, 0.384], [-0.140, -1.512, -0.202], [-1.721, 0.186, 0.681], [-2.869, 0.413, 0.964], [4.007, 0.651, -0.166], [-0.035, 0.808, -1.579], [-0.028, 1.963, -0.252], [0.239, -0.052, 1.332], [-0.771, -1.635, -1.089], [0.905, -1.670, -0.486], [-0.421, -2.275, 0.529], [-3.886, 0.615, 1.221]], "forces_ev_per_angstrom": [[-0.5, 0.1, -0.1], [0.5, -0.1, 0.1], [0.0, 0.1, 0.0], [0.0, 0.0, 0.1], [0.0, -0.1, 0.0], [-0.4, 0.1, 0.1], [0.4, -0.1, -0.1], [-0.2, 0.0, -0.1], [0.1, 0.0, 0.2], [0.1, -0.1, 0.0], [-0.1, 0.0, -0.1], [0.1, 0.0, 0.1], [-0.2, 0.0, 0.1], [0.0, 0.1, -0.1], [0.2, 0.0, -0.1]], "mulliken_charge": [0.070, -0.379, -0.866, 0.434, -1.339, -0.940, 0.171, 0.396, 0.312, 0.369, 0.248, 0.351, 0.365, 0.362, 0.444]}

=====

{"formula": "C7H8", "method": "the ωB97M-V functional and the def2-TZVPD basis", "lumo_ev": -0.1717, "e_homo_ev": -9.125, "orbital_gap_ev": 8.953, "multiplicity": 1, "energy_ev": -7382.5817, "symbols": ["C", "C", "C", "C", "C", "C", "C", "H", "H", "H", "H", "H", "H", "H", "H"], "xyz": [[0.305, -0.441, 1.667], [0.178, -1.066, 2.751], [-0.092, 0.986, 1.262], [0.193, 0.839, -0.018], [0.623, -0.624, 0.179], [-0.025, 1.579, -1.250], [-0.374, -1.686, -0.435], [-0.271, 1.740, 1.984], [1.588, -0.944, -0.080], [-0.766, 2.369, -0.881], [-0.490, 0.804, -2.005], [0.872, 1.990, -1.637], [-1.453, -1.305, -0.189], [-0.207, -2.596, 0.139], [-0.080, -1.645, -1.487]], "forces_ev_per_angstrom": [[0.3, 2.1, -1.9], [-0.1, -1.0, 1.8], [0.9, -0.9, 1.5], [0.7, -1.9, 0.1], [-2.9, -0.8, -0.3], [-2.7, -0.5, 0.0], [-0.5, 2.5, 1.3], [-0.7, 0.8, 0.1], [1.6, 0.0, 0.0], [0.9, -0.7, -1.5], [0.7, 1.9, 1.2], [0.7, 0.5, -0.6], [1.9, -0.8, -0.9], [0.0, -0.3, -0.7], [-0.8, -0.9, 0.0]], "mulliken_charge": [-0.023, -0.261, -0.664, 0.263, -0.014, -0.897, -1.172, 0.432, 0.507, 0.286, 0.251, 0.280, 0.255, 0.405, 0.352]}

=====

{"formula": "C7H8", "method": "the ωB97M-V functional and the def2-TZVPD basis", "lumo_ev": 1.2014, "e_homo_ev": -7.815, "orbital_gap_ev": 9.017, "multiplicity": 1, "energy_ev": -7382.9871, "smiles": "C[C@@]12[C@@H]3[C@H]4[C@@H]3[C@@H]1[C@H]42", "symbols": ["C", "C", "C", "C", "C", "C", "C", "H", "H", "H", "H", "H", "H", "H", "H"], "xyz": [[-1.861, -0.418, 0.760], [-0.499, -0.107, 0.216], [0.604, 0.827, 0.761], [1.052, 1.162, -0.643], [1.673, -0.040, -0.077], [0.527, -0.952, -0.499], [-0.089, 0.250, -1.194], [-2.319, -1.253, 0.218], [-1.802, -0.691, 1.819], [-2.537, 0.443, 0.676], [1.226, 0.600, 1.609], [1.505, 2.073, -1.012], [2.715, -0.181, 0.207], [0.497, -2.010, -0.712], [-0.626, 0.252, -2.134]], "forces_ev_per_angstrom": [[0.1, 0.0, 0.0], [-0.1, -0.2, 0.2], [0.6, -0.6, 0.0], [0.3, 0.2, -0.4], [0.4, -0.3, -0.4], [0.0, -0.5, -0.3], [-0.4, 0.2, -0.2], [0.1, 0.1, 0.1], [0.0, 0.0, -0.2], [0.2, -0.1, 0.0], [-0.5, 1.3, 1.3], [0.0, -0.1, -0.1], [-0.4, -0.1, 0.2], [0.0, 0.0, -0.3], [-0.1, 0.1, 0.3]], "mulliken_charge": [-1.349, 0.543, -0.489, -0.560, -0.404, -0.647, -0.297, 0.334, 0.320, 0.306, 0.337, 0.455, 0.537, 0.449, 0.466]}

=====

{"formula": "C7H8", "method": "the ωB97M-V functional and the def2-TZVPD basis", "lumo_ev": 1.0310, "e_homo_ev": -9.882, "orbital_gap_ev": 10.913, "multiplicity": 1, "energy_ev": -7384.9209, "smiles": "C#CC[C@H](C)C#C", "symbols": ["C", "C", "C", "C", "C", "C", "C", "H", "H", "H", "H", "H", "H", "H", "H"], "xyz": [[-0.897, -3.054, 0.141], [-0.181, -2.095, 0.005], [0.628, -0.887, -0.170], [-0.224, 0.414, -0.029], [-0.108, 1.300, -1.276], [0.139, 1.169, 1.178], [0.442, 1.805, 2.155], [-1.529, -3.905, 0.266], [1.094, -0.910, -1.163], [1.448, -0.882, 0.556], [-1.272, 0.112, 0.075], [0.926, 1.627, -1.425], [-0.432, 0.745, -2.163], [-0.736, 2.191, -1.176], [0.701, 2.369, 3.025]], "forces_ev_per_angstrom": [[0.3, 0.4, 0.0], [-0.3, -0.4, 0.1], [0.1, 0.0, 0.0], [-0.1, 0.0, 0.0], [0.0, 0.1, -0.1], [0.1, 0.2, 0.4], [-0.1, -0.2, -0.4], [0.1, 0.1, 0.0], [-0.1, 0.0, 0.1], [-0.1, 0.0, -0.1], [0.1, 0.1, 0.0], [-0.1, -0.1, 0.0], [0.1, 0.1, 0.1], [0.1, -0.1, 0.0], [0.0, -0.1, -0.2]], "mulliken_charge": [0.130, -0.499, -0.767, 0.669, -1.571, -0.985, 0.158, 0.403, 0.288, 0.344, 0.237, 0.361, 0.393, 0.400, 0.439]}

=====

{"formula": "C7H8", "method": "the ωB97M-V functional and the def2-TZVPD basis", "lumo_ev": [0.3588, 0.3595], "e_homo_ev": [-8.248, -8.249], "orbital_gap_ev": [8.607, 8.608], "multiplicity": 1, "energy_ev": -7381.5952, "symbols": ["C", "C", "C", "C", "C", "C", "C", "H", "H", "H", "H", "H", "H", "H", "H"], "xyz": [[-0.648, 1.111, -0.803], [-0.042, 2.534, -0.805], [0.295, 1.843, 0.222], [-0.555, -0.223, -0.981], [-1.878, 0.426, -0.738], [1.017, 1.468, 1.482], [0.208, -1.492, -1.244], [-2.408, 0.089, 0.202], [-2.592, 0.566, -1.541], [1.712, 2.288, 1.867], [1.745, 0.757, 1.064], [0.316, 1.100, 2.288], [0.539, -1.467, -2.222], [-0.527, -2.330, -1.190], [1.094, -1.389, -0.645]], "forces_ev_per_angstrom": [[2.7, -1.5, 0.0], [0.3, -0.1, 0.7], [0.7, 2.2, 0.7], [-0.1, 1.5, -1.0], [-3.5, -2.6, 1.1], [0.4, 0.2, -0.5], [-2.4, 1.1, 1.5], [0.5, 0.7, -0.7], [-0.1, 0.0, -0.3], [-1.5, -0.7, -0.6], [-0.2, -0.6, 1.0], [1.1, 0.2, -0.9], [0.7, 0.2, -2.3], [1.2, 0.2, 0.7], [0.3, -1.1, 0.7]], "mulliken_charge": [0.759, -1.066, 0.607, 0.107, -0.701, -0.836, -0.957, 0.194, 0.235, 0.275, 0.255, 0.264, 0.314, 0.282, 0.267]}